No. 1
{"formula": "C26H19F5N4S2Sn", "method": "ωB97M-V with the def2-TZVPD basis set", "species": ["Sn", "F", "C", "C", "F", "C", "F", "C", "S", "C", "F", "C", "F", "N", "C", "C", "N", "C", "H", "H", "H", "H", "C", "C", "C", "C", "C", "C", "C", "H", "H", "H", "H", "H", "H", "H", "S", "C", "C", "C", "N", "C", "C", "C", "C", "C", "N", "C", "C", "H", "H", "H", "H", "H", "H", "H", "H"], "xyz": [[0.6535, -0.1963, 2.0016], [-1.7549, -3.0592, 7.9752], [-1.3607, -2.9788, 6.7055], [-0.3986, -2.0652, 6.3260], [0.1608, -1.2678, 7.2388], [-0.0136, -1.9830, 5.0012], [0.9671, -1.1110, 4.7029], [-0.5824, -2.7563, 3.9974], [-0.1910, -2.6308, 2.2976], [-1.5219, -3.6921, 4.4258], [-2.0952, -4.5082, 3.5369], [-1.9083, -3.8088, 5.7458], [-2.8215, -4.7157, 6.1008], [-3.3082, 3.5125, 1.6511], [-2.2817, 4.2433, 2.2004], [-1.1641, 3.4846, 2.0196], [-1.4823, 2.3109, 1.3744], [-2.7733, 2.3606, 1.1683], [-4.2746, 3.7819, 1.6232], [-2.4353, 5.2060, 2.6577], [-0.1505, 3.7037, 2.3170], [-3.3616, 1.5988, 0.6798], [2.8279, -0.8075, 1.7670], [3.3146, -0.5755, 0.3831], [3.4779, -1.6230, -0.5294], [3.8909, -1.3851, -1.8338], [4.1484, -0.0903, -2.2686], [4.0001, 0.9631, -1.3741], [3.5970, 0.7215, -0.0687], [3.3730, -0.1799, 2.4743], [2.9286, -1.8500, 2.0686], [3.2713, -2.6385, -0.2077], [4.0276, -2.2183, -2.5139], [4.4732, 0.0948, -3.2851], [4.2045, 1.9774, -1.6990], [3.4999, 1.5487, 0.6294], [-0.2114, -0.7979, -4.7970], [0.0220, -0.6446, -3.0436], [0.3028, 0.5643, -2.4197], [0.4436, 0.5842, -1.0468], [0.3440, -0.5177, -0.2978], [0.1109, -1.6886, -0.9000], [-0.0628, -1.7938, -2.2653], [-1.2376, 0.6273, -5.1175], [-2.6171, 0.4861, -5.0975], [-3.3941, 1.6006, -5.3833], [-2.8843, 2.7979, -5.6694], [-1.5583, 2.9156, -5.6869], [-0.6908, 1.8628, -5.4263], [0.4103, 1.4793, -2.9842], [0.6415, 1.5091, -0.5171], [0.0491, -2.5596, -0.2581], [-0.2693, -2.7531, -2.7199], [-3.0703, -0.4692, -4.8690], [-4.4764, 1.5297, -5.3830], [-1.1694, 3.8996, -5.9260], [0.3809, 2.0012, -5.4805]], "max_force_ev_per_a": 0.5, "lumo_energy_ev": -0.16, "multiplicity": 1, "homo_lumo_gap_ev": 6.8753}

No. 2
{"formula": "C32H27NO6P2V", "method": "ωB97M-V with the def2-TZVPD basis set", "species": ["V", "O", "C", "O", "C", "C", "C", "C", "C", "N", "C", "O", "O", "H", "H", "H", "H", "H", "O", "P", "C", "P", "O", "C", "C", "C", "C", "C", "C", "C", "C", "C", "C", "C", "C", "C", "C", "C", "C", "C", "C", "C", "C", "C", "C", "C", "C", "H", "H", "H", "H", "H", "H", "H", "H", "H", "H", "H", "H", "H", "H", "H", "H", "H", "H", "H", "H", "H", "H"], "xyz": [[-1.6597, -0.5737, -0.7528], [-3.2270, -1.4276, -4.4279], [-2.7620, -1.4257, -3.2378], [-2.1163, -0.5090, -2.6944], [-2.9942, -2.6010, -2.3620], [-3.7173, -3.7699, -2.5850], [-3.8117, -4.6729, -1.5311], [-3.2178, -4.3843, -0.2989], [-2.5236, -3.1884, -0.1659], [-2.4144, -2.3338, -1.1867], [-1.8892, -2.4852, 1.0172], [-2.4269, -2.9196, 2.3752], [-2.0257, -1.1809, 0.7955], [-3.0683, -0.6339, -4.9843], [-4.1982, -3.9586, -3.5364], [-4.3663, -5.5948, -1.6576], [-3.3280, -5.0944, 0.5075], [-3.3030, -3.3600, 2.4595], [0.2196, -0.9468, -0.5524], [0.7721, -0.4668, 0.7949], [0.0974, 1.2133, 1.1818], [-0.2747, 2.0143, -0.4500], [-1.3827, 1.1583, -1.0433], [-0.9134, 3.6892, -0.1644], [-2.0905, 3.7880, 0.5773], [-2.5890, 5.0500, 0.8638], [-1.9702, 6.1809, 0.3505], [-0.8039, 6.0809, -0.3950], [-0.2857, 4.8235, -0.6737], [1.1877, 1.9775, -1.5101], [2.3461, 2.6233, -1.0785], [3.4471, 2.6750, -1.9203], [3.3702, 2.1138, -3.1888], [2.2207, 1.4622, -3.6099], [1.1131, 1.3968, -2.7759], [0.2218, -1.6765, 2.0441], [-0.4687, -2.9107, 1.5098], [-1.1548, -3.7273, 2.6175], [-0.6523, -3.5772, 4.0062], [0.0549, -2.4928, 4.3427], [0.3922, -1.4838, 3.3623], [2.5693, -0.3648, 0.7961], [3.3341, -0.7103, -0.3157], [4.7193, -0.6693, -0.2172], [5.3278, -0.3014, 0.9776], [4.5600, 0.0444, 2.0837], [3.1781, 0.0234, 1.9938], [0.8234, 1.7990, 1.7497], [-0.8359, 1.1528, 1.7615], [-2.5937, 2.9018, 0.9462], [-3.4576, 5.1465, 1.5041], [-2.4243, 7.1571, 0.4903], [-0.3212, 6.9618, -0.7909], [0.5914, 4.7386, -1.2996], [2.3888, 3.0912, -0.1041], [4.3451, 3.1784, -1.5947], [4.2098, 2.2172, -3.8648], [2.1773, 1.0298, -4.5997], [0.1987, 0.9122, -3.1022], [0.1413, -3.4626, 0.7871], [-1.3265, -4.7697, 2.3490], [-0.8769, -4.3577, 4.7147], [0.4176, -2.3644, 5.3508], [0.8440, -0.5786, 3.7395], [2.8489, -1.0055, -1.2363], [5.3266, -0.9419, -1.0679], [6.4051, -0.2893, 1.0524], [5.0347, 0.3122, 3.0173], [2.5876, 0.2976, 2.8563]], "total_charge": 4, "max_force_ev_per_a": 5.2, "lumo_energy_ev": [-14.25, -13.88], "multiplicity": 2, "homo_lumo_gap_ev": [4.6186, 4.9886]}

No. 3
{"formula": "C51H136N8O21", "method": "ωB97M-V with the def2-TZVPD basis set", "species": ["O", "H", "H", "O", "H", "H", "C", "O", "H", "H", "H", "H", "C", "O", "H", "H", "H", "H", "C", "O", "H", "H", "H", "H", "C", "O", "C", "C", "N", "C", "C", "O", "C", "H", "H", "H", "H", "H", "H", "H", "H", "H", "H", "H", "H", "H", "H", "H", "C", "O", "C", "C", "N", "C", "C", "O", "C", "H", "H", "H", "H", "H", "H", "H", "H", "H", "H", "H", "H", "H", "H", "H", "C", "O", "C", "C", "N", "C", "C", "O", "C", "H", "H", "H", "H", "H", "H", "H", "H", "H", "H", "H", "H", "H", "H", "H", "C", "O", "C", "C", "N", "C", "C", "O", "C", "H", "H", "H", "H", "H", "H", "H", "H", "H", "H", "H", "H", "H", "H", "H", "C", "O", "C", "C", "N", "C", "C", "O", "C", "H", "H", "H", "H", "H", "H", "H", "H", "H", "H", "H", "H", "H", "H", "H", "C", "O", "C", "C", "N", "C", "C", "O", "C", "H", "H", "H", "H", "H", "H", "H", "H", "H", "H", "H", "H", "H", "H", "H", "C", "O", "C", "C", "N", "C", "C", "O", "C", "H", "H", "H", "H", "H", "H", "H", "H", "H", "H", "H", "H", "H", "H", "H", "C", "O", "C", "C", "N", "C", "C", "O", "C", "H", "H", "H", "H", "H", "H", "H", "H", "H", "H", "H", "H", "H", "H", "H"], "xyz": [[5.8891, 2.3091, -4.0525], [5.4549, 1.4251, -4.0595], [6.4417, 2.3452, -4.8413], [3.8084, 4.3277, -2.8986], [4.4409, 3.7525, -3.3788], [4.2612, 5.0303, -2.4589], [0.6956, 6.1303, -2.7350], [-0.3530, 5.1912, -2.2819], [0.5051, 6.5449, -3.6928], [0.7054, 6.9241, -1.9636], [1.6652, 5.5981, -2.6663], [-0.0938, 4.4744, -1.6859], [0.9196, -3.2749, -6.3404], [1.8259, -3.8210, -5.4201], [0.2674, -2.5133, -5.9517], [1.4398, -2.8819, -7.1552], [0.2329, -3.9839, -6.8122], [1.4720, -3.8912, -4.5256], [-3.2036, 2.1860, -3.7015], [-2.7551, 1.3463, -4.7959], [-2.5527, 3.0425, -3.7375], [-4.2329, 2.4703, -3.9481], [-3.1822, 1.6749, -2.7535], [-3.4079, 1.5808, -5.4677], [-8.0169, 1.4346, 2.8129], [-6.7666, 0.8149, 2.6498], [-5.6764, 1.7674, 2.7554], [-4.4655, 1.0351, 2.2382], [-4.5476, 0.8028, 0.8089], [-3.5754, -0.1713, 0.2664], [-4.0781, -1.6094, 0.4008], [-5.1792, -1.6229, -0.4615], [-5.7344, -2.9145, -0.4467], [-8.8249, 0.7095, 2.7060], [-8.2237, 2.1275, 1.9883], [-8.1878, 1.8687, 3.7830], [-5.5751, 2.1781, 3.7486], [-5.8419, 2.6351, 2.1208], [-4.4955, 0.0674, 2.8304], [-3.5105, 1.4935, 2.5463], [-5.4396, 0.3603, 0.6490], [-2.6147, -0.0610, 0.8010], [-3.4447, 0.1049, -0.7964], [-4.2501, -1.8966, 1.4394], [-3.2989, -2.3279, 0.0770], [-4.9657, -3.6886, -0.6714], [-6.5136, -2.9018, -1.1812], [-6.1156, -3.1641, 0.5474], [2.8693, 6.0911, -10.1334], [3.4385, 6.4170, -8.9006], [2.7362, 6.2744, -7.7281], [3.1150, 5.0061, -6.9713], [2.7666, 3.7734, -7.6442], [1.3782, 3.5231, -7.8818], [1.1288, 2.1545, -8.5188], [1.4590, 1.0421, -7.7469], [0.3863, 0.6693, -6.9082], [2.9181, 4.9965, -10.3321], [3.3796, 6.6338, -10.9501], [1.8836, 6.4788, -10.1319], [1.6800, 6.1931, -7.9364], [2.9384, 7.1488, -7.0739], [2.5557, 5.0118, -6.0655], [4.1507, 5.0015, -6.6152], [3.2428, 2.9507, -7.3018], [0.8667, 4.2203, -8.5614], [0.7165, 3.5657, -6.9820], [1.7116, 1.9663, -9.4922], [0.1093, 2.0880, -8.8641], [-0.2374, 1.5149, -6.5485], [0.8251, 0.1670, -6.0532], [-0.2415, -0.0167, -7.4702], [-3.7590, -2.7456, 4.9639], [-2.3435, -2.7102, 4.9463], [-1.6991, -3.8119, 4.3092], [-0.3184, -4.0510, 4.9846], [-0.3034, -4.0743, 6.4481], [-1.0150, -5.1663, 7.1114], [-0.5207, -6.5902, 6.6832], [-1.1671, -7.0890, 5.5099], [-0.6041, -8.3766, 5.2240], [-4.1277, -3.7067, 5.3376], [-4.1731, -2.5374, 3.9839], [-4.0407, -2.0295, 5.6526], [-1.5610, -3.6322, 3.2458], [-2.3182, -4.6994, 4.5224], [0.3623, -3.2085, 4.8002], [0.0110, -5.0645, 4.5507], [-0.5805, -3.1805, 6.8563], [-2.0956, -5.1025, 6.8347], [-0.9202, -4.9881, 8.2497], [-0.5732, -7.3648, 7.4771], [0.5803, -6.3924, 6.5974], [-1.1639, -8.8093, 4.4141], [-0.7322, -9.0809, 6.0601], [0.4827, -8.2902, 4.9955], [-2.3163, 3.0467, -0.2206], [-1.2360, 3.3438, 0.6741], [-0.9484, 2.3256, 1.6442], [-0.1637, 2.9915, 2.7381], [-1.0401, 3.9980, 3.3167], [-0.2792, 5.0204, 4.0535], [-1.2823, 5.7306, 4.9982], [-0.5602, 6.7053, 5.7488], [-1.3658, 7.6866, 6.3094], [-3.2590, 2.7897, 0.2580], [-2.0517, 2.2351, -0.8958], [-2.4906, 3.8947, -0.8918], [-0.5041, 1.4394, 1.1713], [-1.8885, 2.0087, 2.0087], [0.7298, 3.4666, 2.3702], [0.2140, 2.3185, 3.5285], [-1.3944, 4.5723, 2.5365], [0.2145, 5.7824, 3.4553], [0.4711, 4.5912, 4.7317], [-1.6775, 4.9104, 5.6048], [-2.1660, 6.2179, 4.5111], [-1.8641, 7.3904, 7.2286], [-2.0653, 8.0098, 5.5898], [-0.6649, 8.5274, 6.5091], [4.9559, -0.6728, -6.8128], [4.8435, -0.3407, -5.4342], [3.6102, -0.9335, -4.8408], [3.9406, -1.2620, -3.4094], [4.1813, -0.0225, -2.7753], [4.6506, -0.1317, -1.4182], [4.2520, 1.1693, -0.7609], [2.8140, 1.0819, -0.5119], [2.2065, 2.3482, -0.3661], [4.3349, -0.0488, -7.4807], [4.7361, -1.7440, -6.9513], [5.9783, -0.5482, -7.0672], [3.3174, -1.7942, -5.5015], [2.8156, -0.1677, -4.7595], [4.7864, -1.9257, -3.3365], [3.1215, -1.8288, -2.9517], [3.4428, 0.6615, -2.8892], [5.7785, -0.3187, -1.3286], [4.3141, -1.0004, -0.8935], [4.5310, 1.9856, -1.3797], [4.7050, 1.3236, 0.2180], [2.5503, 2.7855, 0.5433], [1.1406, 2.1194, -0.3986], [2.4806, 3.0157, -1.2063], [0.2256, -1.0299, 3.0209], [-0.4206, -1.2650, 1.8109], [0.4957, -1.5085, 0.7252], [-0.1635, -1.0134, -0.5649], [0.6886, -1.2235, -1.7569], [-0.0088, -0.6576, -2.9687], [0.1115, 0.7727, -3.2216], [1.4111, 1.0391, -3.6701], [1.7579, 2.3632, -4.0909], [-0.5062, -1.0271, 3.8556], [0.7328, -0.0332, 3.0436], [1.0154, -1.7924, 3.1972], [0.6253, -2.6151, 0.6966], [1.3844, -0.8765, 0.8819], [-0.4089, -0.0031, -0.4179], [-1.0314, -1.5842, -0.8232], [1.4514, -0.5814, -1.5836], [-1.0671, -0.9323, -2.8966], [0.3432, -1.3048, -3.8207], [-0.1063, 1.3685, -2.3273], [-0.5667, 1.0670, -4.0490], [0.9657, 2.8513, -4.6615], [2.6131, 2.1855, -4.7208], [1.9751, 2.9967, -3.2376], [-3.4227, -2.3298, 8.1931], [-2.0830, -1.8759, 8.2958], [-1.9003, -1.0980, 9.4012], [-0.5761, -0.4095, 9.2083], [-0.5442, 0.3474, 8.0077], [0.6993, 0.9948, 7.7996], [1.8432, 0.0079, 7.5112], [1.4315, -0.8419, 6.4094], [2.3609, -1.8142, 6.0279], [-3.6218, -2.6355, 9.2418], [-3.4596, -3.2266, 7.5663], [-4.0313, -1.5200, 7.8254], [-1.9724, -1.6077, 10.3843], [-2.7019, -0.3389, 9.4233], [0.2676, -1.1379, 9.2349], [-0.4541, 0.2940, 10.0208], [-0.7896, -0.1832, 7.1647], [0.8797, 1.6336, 8.6899], [0.5721, 1.6775, 6.9586], [2.2476, -0.5567, 8.3814], [2.7103, 0.6095, 7.1868], [2.5259, -2.5982, 6.8144], [3.2821, -1.2893, 5.8002], [1.9157, -2.2508, 5.1307], [4.6435, -4.1846, 0.6436], [4.1195, -4.6574, -0.5480], [2.7696, -4.2058, -0.7691], [2.4251, -4.6127, -2.1553], [1.1169, -4.1897, -2.6528], [0.0532, -5.0498, -2.1345], [-1.1547, -4.8403, -3.0256], [-1.6925, -3.5830, -2.8187], [-2.8337, -3.2276, -3.6004], [3.9686, -4.4220, 1.4991], [4.9013, -3.0576, 0.6546], [5.5806, -4.7286, 0.8361], [2.6785, -3.1391, -0.6198], [2.1008, -4.7518, -0.0044], [2.4595, -5.7149, -2.1868], [3.1617, -4.3072, -2.8610], [0.9902, -3.2465, -2.2311], [-0.2241, -4.8745, -1.1048], [0.2768, -6.1260, -2.2389], [-1.9048, -5.6306, -2.8251], [-0.8790, -5.0377, -4.0883], [-3.6160, -3.9867, -3.3751], [-2.5829, -3.2207, -4.6724], [-3.0519, -2.2044, -3.3209]], "max_force_ev_per_a": 3.9, "lumo_energy_ev": 0.53, "multiplicity": 1, "homo_lumo_gap_ev": 8.8531}

> What is the formula in the third record?

C51H136N8O21